82
Properties=species:S:1:pos:R:3:forces:R:3:lowdin_charge:R:1 method="wB97M-V/def2-TZVPD" spin_multiplicity=3
Pt -0.06089 0.09606 0.02593 0.64 -0.27 0.22 1.288
C 2.10996 0.65644 -0.02220 -0.48 0.73 0.44 -0.257
C 1.31784 1.81531 0.16410 0.72 0.08 0.68 -0.276
C 1.03713 2.84253 -0.91463 0.03 0.36 -0.17 -0.207
C -0.25125 2.58772 -1.72053 -0.12 0.40 0.33 -0.211
C -0.59641 1.14325 -1.90772 -0.82 0.09 -0.03 -0.253
C 0.32550 0.10731 -2.19644 0.18 -1.14 -0.01 -0.266
C 1.77527 0.32939 -2.53073 0.53 0.00 -0.13 -0.201
C 2.72321 0.21296 -1.31972 -0.11 -0.44 -0.37 -0.194
C -1.69705 -1.10954 -0.21762 -0.85 -0.16 0.31 -0.270
H 2.58794 0.24069 0.86368 -0.14 0.10 -0.06 0.103
H 1.29030 2.21019 1.18415 -0.02 -0.20 -0.28 0.101
H 1.90366 2.93301 -1.58437 -0.15 -0.09 0.12 0.103
H 0.93666 3.82308 -0.42335 0.06 -0.26 -0.16 0.106
H -1.09049 3.05190 -1.18156 0.21 -0.12 -0.18 0.115
H -0.18921 3.11435 -2.68153 0.03 -0.03 -0.18 0.105
H -1.64963 0.93572 -2.10598 0.24 0.09 0.02 0.100
H -0.09238 -0.84599 -2.53779 -0.01 0.44 -0.07 0.098
H 1.90792 1.30221 -3.01901 -0.01 -0.15 0.00 0.105
H 2.07958 -0.43566 -3.25764 -0.06 0.27 0.03 0.112
H 3.00760 -0.84270 -1.18294 -0.08 0.31 -0.15 0.116
H 3.65341 0.75852 -1.53703 -0.01 0.02 0.20 0.117
H -1.49502 -2.12859 0.16008 -0.32 0.33 -0.29 0.015
H -1.97523 -1.16711 -1.28162 0.05 -0.06 0.38 0.007
H -2.53045 -0.66982 0.35899 0.19 -0.40 -0.28 0.019
P -1.72253 6.95406 -4.81001 -1.41 0.64 -2.90 1.056
P 0.05908 7.88027 -2.52610 2.15 1.75 0.54 1.029
N -1.49117 6.02115 -6.26038 0.75 -1.06 -0.40 -0.291
N -3.19823 7.76374 -5.45234 -0.47 0.23 0.92 -0.254
N 1.73082 7.46314 -2.87032 0.37 -0.94 -0.44 -0.265
N 0.45936 9.08446 -1.30764 -0.66 0.66 0.73 -0.280
C -0.52673 8.31345 -5.22155 0.19 0.11 0.22 -0.385
C -0.14604 9.06857 -3.94258 -0.36 -0.02 -0.07 -0.394
C -1.04403 4.69173 -6.19957 -0.07 0.62 -0.95 -0.150
C -0.70375 4.28236 -7.47757 -0.20 0.52 0.63 -0.100
C -0.93653 5.38804 -8.36246 -0.25 0.50 1.00 -0.085
C -1.40915 6.44391 -7.59216 0.37 -1.02 0.07 -0.131
C -4.44372 7.54615 -4.84873 -0.07 0.99 -0.86 -0.152
C -5.37734 8.41651 -5.40915 1.16 -0.57 0.17 -0.099
C -4.69148 9.20092 -6.39170 1.09 -0.93 0.41 -0.087
C -3.36446 8.76703 -6.40781 -1.02 0.19 0.46 -0.163
C 2.23195 6.18538 -2.58415 0.84 0.68 -0.61 -0.138
C 3.52162 6.08367 -3.09476 -1.04 0.45 0.26 -0.090
C 3.83071 7.33159 -3.72717 -1.24 0.33 0.52 -0.080
C 2.72326 8.16072 -3.56538 0.59 -1.07 -0.02 -0.160
C 1.47990 10.04434 -1.26497 -0.79 0.23 0.79 -0.129
C 1.19800 10.94874 -0.24562 -0.44 -1.04 -0.70 -0.088
C -0.05154 10.55273 0.34511 0.11 -0.63 -0.77 -0.101
C -0.48698 9.42029 -0.32469 1.07 0.60 -0.16 -0.159
H -0.96919 9.00289 -5.94895 0.22 -0.25 0.18 0.058
H 0.36495 7.87073 -5.69056 -0.25 -0.09 0.22 0.092
H 0.75898 9.66461 -4.10649 -0.34 -0.10 0.21 0.062
H -0.94543 9.77001 -3.65802 0.13 -0.22 0.04 0.093
H -1.03322 4.18788 -5.24323 0.05 -0.05 -0.16 0.084
H -0.31348 3.31131 -7.74767 -0.12 0.09 0.04 0.089
H -0.76346 5.40541 -9.43177 -0.10 0.03 0.21 0.093
H -1.70722 7.44196 -7.87880 0.08 -0.29 0.01 0.085
H -4.54040 6.78178 -4.09324 -0.05 0.10 0.01 0.091
H -6.42166 8.47596 -5.15375 0.00 -0.03 0.04 0.086
H -5.11196 9.97951 -7.01117 0.07 -0.13 0.00 0.090
H -2.55306 9.08763 -7.04525 -0.22 0.06 0.19 0.083
H 1.62272 5.49353 -2.02197 0.08 -0.02 -0.11 0.073
H 4.17009 5.22522 -3.01660 -0.07 0.01 0.00 0.089
H 4.74992 7.59663 -4.22916 -0.10 0.01 0.09 0.093
H 2.59359 9.18924 -3.86386 0.04 -0.24 -0.08 0.089
H 2.32117 9.99557 -1.93842 -0.11 -0.01 0.20 0.083
H 1.80277 11.79732 0.03967 0.00 -0.13 -0.05 0.090
H -0.56833 11.04992 1.15078 0.03 -0.07 -0.01 0.087
H -1.36776 8.80719 -0.21108 0.02 0.07 0.10 0.091
O -0.64951 -1.45046 2.69212 0.01 0.99 -0.80 0.131
B 0.18884 -1.18597 1.57510 0.72 -0.93 1.01 -0.574
O 1.30454 -2.06791 1.67737 0.01 0.90 -0.48 0.119
C 1.09078 -2.88222 2.74768 -1.21 -0.28 0.21 -0.209
C 1.71015 -4.07976 3.04012 0.20 0.03 0.04 0.000
C 1.03669 -4.94865 3.89944 0.31 -0.16 0.25 -0.094
C -0.16949 -4.58802 4.49156 -0.09 -0.02 0.46 -0.094
C -0.74416 -3.33626 4.26617 -0.11 0.11 0.15 0.002
C -0.11398 -2.50739 3.36276 0.60 -0.94 -0.66 -0.208
H 2.66731 -4.33569 2.59710 -0.22 -0.08 -0.10 0.119
H 1.47283 -5.92784 4.12101 -0.16 0.39 -0.09 0.105
H -0.67650 -5.29080 5.15965 0.23 0.27 -0.23 0.105
H -1.66824 -3.02619 4.74363 0.02 -0.17 -0.16 0.120

85
Properties=species:S:1:pos:R:3:forces:R:3:lowdin_charge:R:1 method="wB97M-V/def2-TZVPD" spin_multiplicity=3
Pt -0.70288 0.15854 -0.37494 -0.15 -0.09 -0.20 0.945
C 1.97286 -1.01403 1.42978 -0.03 0.05 0.03 -0.217
P 1.56283 0.15060 0.09820 0.28 -0.27 0.16 0.904
C 1.79668 1.75872 0.95246 0.04 0.16 0.05 -0.356
N 2.87730 1.92717 1.67366 -0.09 0.02 -0.08 0.150
C 2.99066 3.08140 2.37630 -0.12 0.08 -0.03 -0.198
C 4.14194 3.30640 3.16322 0.07 0.04 0.06 -0.009
C 4.25959 4.46660 3.87266 0.07 -0.10 -0.02 -0.068
C 3.23965 5.44472 3.83236 -0.12 0.06 -0.03 -0.068
C 2.11498 5.24987 3.08297 0.05 0.08 0.07 -0.011
C 1.97047 4.05983 2.33713 0.01 -0.15 -0.08 -0.198
N 0.84609 3.86098 1.60114 0.07 -0.12 -0.04 0.149
C 0.75514 2.74327 0.92278 0.09 0.12 0.13 -0.370
P -0.80176 2.43193 -0.00906 -0.12 0.23 0.08 0.884
C -2.05074 2.78372 1.26697 -0.03 -0.04 -0.05 -0.223
C -0.92737 3.86482 -1.21576 0.01 -0.01 -0.01 -0.697
C -1.89671 3.42516 -2.31519 0.02 -0.03 0.01 -0.125
C -1.45613 5.12969 -0.53413 0.01 -0.01 0.02 -0.099
C 0.43809 4.17223 -1.83118 -0.01 -0.01 0.03 -0.086
C 2.86679 -0.04028 -1.20749 -0.02 -0.06 -0.03 -0.699
C 4.18835 0.63328 -0.84467 0.00 0.00 0.02 -0.093
C 3.07165 -1.55116 -1.37733 0.01 -0.02 -0.05 -0.089
C 2.31490 0.52542 -2.51666 0.05 -0.02 -0.02 -0.094
H 2.99706 -0.90454 1.78455 0.03 0.03 -0.04 0.051
H 1.79056 -2.02815 1.07531 0.00 0.01 0.00 0.053
H 1.26610 -0.81026 2.23470 0.05 -0.02 0.01 0.042
H 4.90449 2.53853 3.17854 0.00 0.02 0.01 0.116
H 5.13941 4.64590 4.47686 0.00 -0.01 -0.01 0.107
H 3.35678 6.35430 4.40733 -0.01 -0.01 -0.01 0.107
H 1.31620 5.97885 3.03962 0.02 0.00 0.01 0.115
H -1.86689 3.73421 1.76212 0.03 0.03 0.00 0.044
H -2.00223 1.97154 1.99044 0.00 0.01 0.01 0.035
H -3.04026 2.78846 0.80559 0.02 -0.01 0.01 0.054
H -2.87341 3.15578 -1.90749 0.00 0.01 -0.01 0.055
H -1.51253 2.55855 -2.85693 -0.02 0.00 0.00 0.065
H -2.04058 4.24694 -3.02239 0.00 -0.02 0.01 0.090
H -2.48023 5.00422 -0.18132 0.01 0.00 0.00 0.076
H -1.45600 5.94501 -1.26351 0.00 -0.02 0.01 0.088
H -0.82739 5.42003 0.30748 -0.01 0.03 0.00 0.068
H 0.85243 3.31000 -2.34853 0.04 -0.13 -0.03 0.060
H 1.15506 4.51474 -1.08353 -0.01 0.00 -0.01 0.076
H 0.31845 4.96857 -2.57051 0.00 -0.02 0.01 0.091
H 4.56601 0.30306 0.12418 0.00 0.00 -0.03 0.075
H 4.09026 1.71967 -0.81169 0.00 -0.02 0.00 0.076
H 4.92911 0.38399 -1.61007 0.00 0.00 0.02 0.088
H 3.54655 -2.00265 -0.50557 -0.01 0.01 -0.04 0.078
H 3.71775 -1.72214 -2.24266 -0.02 0.01 0.02 0.093
H 2.12177 -2.06025 -1.56354 0.02 -0.01 0.03 0.078
H 2.06017 1.57800 -2.41338 -0.02 0.15 0.00 0.054
H 1.42224 -0.01440 -2.83704 0.01 0.04 0.00 0.057
H 3.08057 0.44754 -3.29426 -0.03 -0.02 0.01 0.092
Br -3.76964 0.20296 -2.58622 -0.10 0.00 0.04 0.815
C -4.00563 -0.53427 -0.85725 0.11 -0.02 -0.02 -0.709
C -5.20941 -1.14673 -0.54348 0.02 0.03 -0.07 -0.095
C -5.33919 -1.68705 0.72218 0.04 -0.01 0.05 -0.034
C -4.28045 -1.59154 1.61251 -0.13 -0.08 0.03 0.006
C -3.12053 -0.96244 1.20709 0.02 0.06 -0.10 -0.184
N -2.98912 -0.44189 -0.02305 -0.22 0.02 0.20 -0.002
C -1.96269 -0.84133 2.19988 0.04 0.03 -0.09 -0.604
O -2.11244 -1.35838 3.29266 0.06 0.04 0.02 0.061
O -0.93371 -0.17049 1.81436 -0.20 0.03 -0.01 -0.189
H -6.00088 -1.19401 -1.27651 0.00 0.00 0.01 0.101
H -6.25849 -2.18021 1.01003 0.00 0.00 0.00 0.115
H -4.31620 -1.99460 2.61451 -0.01 0.01 -0.02 0.125
C -2.26645 -4.61160 0.85046 -0.02 -0.05 -0.07 -0.016
C -1.31276 -5.50644 0.11095 0.00 0.01 0.08 -0.178
C -0.62787 -6.53380 0.74905 -0.02 0.02 -0.02 -0.062
C 0.25992 -7.33443 0.04824 0.00 0.00 0.01 -0.671
Cl 1.11144 -8.60055 0.88829 0.01 -0.02 0.01 0.643
C 0.47940 -7.14904 -1.30318 -0.02 0.02 0.01 -0.109
C -0.20487 -6.13192 -1.95241 -0.03 0.06 0.00 -0.010
C -1.07675 -5.31201 -1.25050 0.00 0.07 -0.03 -0.237
O -1.78813 -4.31968 -1.88166 0.06 -0.05 -0.08 -0.034
C -1.06348 -3.39949 -2.67886 0.00 0.03 0.04 -0.085
C -0.86939 -2.06804 -1.97005 0.05 0.05 0.13 -0.667
O -0.71476 -1.03297 -2.65192 0.05 -0.05 0.08 -0.105
O -0.84263 -2.07668 -0.70394 0.05 -0.13 -0.17 -0.122
H -2.30769 -4.87072 1.90721 0.01 0.00 0.00 0.085
H -3.27144 -4.68910 0.42858 0.01 0.00 0.02 0.091
H -1.95528 -3.57334 0.74309 0.01 -0.01 0.01 0.059
H -0.77859 -6.70496 1.80759 0.00 0.01 -0.02 0.112
H 1.16347 -7.79302 -1.83857 -0.01 0.01 0.00 0.104
H -0.07408 -5.97733 -3.01564 0.04 -0.04 -0.01 0.119
H -1.59881 -3.23357 -3.61150 -0.06 0.00 0.01 0.136
H -0.06671 -3.77575 -2.91942 0.03 -0.04 -0.06 0.126

One value per record, in order, for strongest force on any atom: 0.0639 0.0082 hartree/bohr.
One value per record, in order, for DFT total energy: -2477.15992 -5657.68000 Eh.